# 1
Computed, not measured: a 5-piece molecular cluster, C6H22NO5 overall, with ωB97M-V with the def2-TZVPD basis set.

Geometry as ORCA input:
```
! RIJCOSX wB97M-V def2-TZVPD def2/J DEFGRID3
* xyz 1 1
C -0.18538 -0.47479 0.99985
O -1.21147 -1.44148 0.88429
C -0.09328 0.20882 -0.36828
C 0.87605 -0.56860 -1.33154
C 0.23590 -0.69003 -2.67517
C -1.04586 -0.99764 -2.82731
C -1.75049 -1.44634 -4.05626
N 0.36545 1.61867 -0.19080
H 0.83014 -0.85941 1.27996
H -0.48289 0.31138 1.69658
H -0.75057 -2.31562 0.92406
H -1.14924 0.15741 -0.69358
H 1.91936 -0.20644 -1.34012
H 0.91469 -1.57442 -0.89611
H 0.89904 -0.48372 -3.53614
H -1.86246 -1.07605 -2.09150
H -2.05528 -2.50463 -3.90065
H -2.67389 -0.80366 -4.24634
H -1.21963 -1.44703 -5.00702
H 0.41091 2.20603 -1.06218
H 1.39885 1.69358 0.05993
H -0.22113 2.22212 0.50071
H 3.46905 2.69723 0.25414
H 3.56968 1.03590 0.08042
O 3.05765 1.84052 0.14856
H -2.08267 -0.38920 3.08320
H -3.05354 0.33021 4.06183
O -2.27724 0.45610 3.50132
H -1.74472 1.67832 2.46000
H -1.75956 3.15980 2.18257
O -1.52661 2.31007 1.72637
H 3.10806 -2.45329 1.56564
H 3.28605 -1.41336 2.78382
O 2.97242 -1.56343 1.89147
*
```

Output
* molar mass: 188.24 g mol⁻¹
* relative energy (zero: lowest compared OMol25 entry of this formula, charge and spin): 98.58 kJ/mol
* HOMO-LUMO gap: 9.462 eV

Atomic partial charges in e from the Löwdin method, atoms 1 to 8: -0.230 -0.040 -0.271 -0.131 -0.112 -0.181 -0.112 0.165

***

# 2
Computed, not measured: a 5-piece molecular cluster, C6H22O5 overall, with ωB97M-V with the def2-TZVPD basis set.

Geometry as ORCA input:
```
! RIJCOSX wB97M-V def2-TZVPD def2/J DEFGRID3
* xyz 0 1
C 4.40527 3.33177 -0.93627
C 3.23871 2.76931 -1.70528
O 3.02395 1.41908 -1.23107
H 4.01199 3.24489 0.07659
H 4.61905 4.33444 -1.30648
H 5.35095 2.79098 -0.97269
H 3.46610 2.74346 -2.77099
H 2.33611 3.37747 -1.64557
H 2.14096 1.17187 -1.51536
C 2.03063 1.16802 3.77990
O 0.81304 1.52479 4.24292
H 1.88813 0.49712 2.93274
H 2.62596 2.02172 3.45606
H 2.62840 0.72075 4.57408
H 0.84158 2.45269 3.99838
C -1.82640 0.09606 -0.17008
O -1.00818 -0.18373 -1.27183
H -2.72766 -0.42579 -0.49180
H -1.33130 -0.30923 0.71237
H -1.91161 1.17715 -0.06017
H -0.91023 -1.13192 -1.38560
C -6.80397 -0.87831 0.82357
O -7.46931 -1.91465 1.50783
H -6.50362 -1.12227 -0.19544
H -7.53658 -0.07214 0.78508
H -5.92063 -0.61543 1.40556
H -6.98658 -2.73001 1.66198
C 1.54634 -4.07785 -2.54489
O 0.25141 -4.05414 -1.91587
H 2.41894 -4.18637 -1.90077
H 1.61022 -4.97000 -3.16786
H 1.69445 -3.30600 -3.30015
H -0.00614 -4.86384 -1.46903
*
```

Output
* molar mass: 174.24 g mol⁻¹
* relative energy (zero: lowest compared OMol25 entry of this formula, charge and spin): 364.14 kJ/mol
* HOMO-LUMO gap: 10.673 eV
* structure (SMILES): CCO.CO.CO.CO.CO

Atomic partial charges in e from the Löwdin method, atoms 1 to 8: -0.094 -0.325 -0.087 0.072 0.075 0.076 0.100 0.109

***

# 3
Computed, not measured: C6H23AgN10O9 as an isolated structure, with ωB97M-V with the def2-TZVPD basis set.

Geometry as ORCA input:
```
! RIJCOSX wB97M-V def2-TZVPD def2/J DEFGRID3
* xyz 1 2
Ag 17.27111 -9.07386 9.19505
O 20.66958 -13.36469 9.64032
C 20.18885 -12.53996 10.59118
O 20.67239 -12.53229 11.74045
O 19.35784 -11.71650 10.23780
H 20.25441 -13.10694 8.81400
O 17.02326 -14.94000 8.75746
H 17.92936 -15.24650 8.72178
H 17.01582 -14.14967 8.21750
C 21.72077 -7.00788 8.79589
O 20.64213 -7.47664 8.69056
N 22.47514 -7.29242 9.80293
N 22.23490 -6.22224 7.90053
H 23.43449 -6.99153 9.89885
H 22.04489 -7.95965 10.42727
H 21.74356 -5.84241 7.10403
H 23.22590 -6.08280 8.03683
C 25.77881 -13.54910 12.27752
O 26.90233 -13.73433 12.62037
N 24.96924 -14.37546 11.61206
N 25.18738 -12.36631 12.33662
H 25.37441 -15.18213 11.15905
H 23.99377 -14.11410 11.62800
H 25.71233 -11.67687 12.85547
H 24.30386 -12.16334 11.89133
C 20.42657 -15.70217 15.66709
O 20.45695 -16.70650 16.36385
N 19.48103 -14.79351 15.60084
N 21.21597 -15.63525 14.68730
H 18.70025 -14.93072 16.22667
H 19.58529 -14.02894 14.94918
H 20.93867 -14.98344 13.96732
H 21.80882 -16.43763 14.52984
C 21.25385 -12.23953 4.70319
O 20.36804 -12.54300 5.49668
N 21.23013 -12.29901 3.37623
N 22.38384 -11.82891 5.19859
H 22.10820 -12.26925 2.87802
H 20.39745 -12.50989 2.84494
H 22.53310 -11.60460 6.17200
H 23.05210 -11.41998 4.56117
C 22.47422 -10.17621 15.78151
O 22.80093 -9.41447 16.69275
N 22.66241 -11.49845 15.79693
N 21.83389 -9.80163 14.72944
H 22.43405 -11.97881 14.93833
H 23.02772 -11.96984 16.61206
H 21.45689 -8.86636 14.67251
H 21.48518 -10.48556 14.07313
*
```

Output
* molar mass: 487.18 g mol⁻¹
* relative energy (zero: lowest compared OMol25 entry of this formula, charge and spin): 331.56 kJ/mol
* HOMO-LUMO gap (alpha / beta): 4.206 / 3.554 eV
* ⟨S²⟩: 0.758

Atomic partial charges in e from the Löwdin method, atoms 1 to 8: 0.979 0.175 -0.733 0.243 0.176 0.127 -0.044 0.027

***

# 4
Computed, not measured: C6H23B2NO2Sn as an isolated structure, with ωB97M-V with the def2-TZVPD basis set.

Geometry as ORCA input:
```
! RIJCOSX wB97M-V def2-TZVPD def2/J DEFGRID3
* xyz 0 1
Sn 18.81018 15.52525 -4.40573
B 18.04016 16.04442 -9.47728
H 18.97056 15.96447 -8.93671
H 17.92217 16.86018 -10.17360
H 17.90838 15.11822 -10.01489
H 17.26147 16.22673 -8.75296
B 17.39333 10.85817 -6.23292
H 18.18209 10.73906 -5.50634
H 17.18430 9.88748 -6.65520
H 16.54322 11.27463 -5.71513
H 17.79142 11.49849 -7.00477
C 14.96495 17.16328 -3.56650
O 15.83075 18.18596 -3.55361
C 15.40446 19.40371 -4.08665
C 16.59265 20.32299 -4.05999
N 17.51925 20.06443 -5.14830
C 18.63495 21.02022 -5.08764
C 19.70918 20.47377 -5.94871
O 20.59784 19.88803 -5.03749
C 21.79490 19.32239 -5.54186
H 15.34031 16.25892 -3.08762
H 14.74209 16.84952 -4.58630
H 13.99451 17.43401 -3.15050
H 14.77466 19.95783 -3.39066
H 15.00477 19.21767 -5.08351
H 17.01873 20.33761 -3.05682
H 16.26442 21.36235 -4.07008
H 16.95534 20.21815 -5.97200
H 19.02142 21.23316 -4.09095
H 18.37530 21.96523 -5.56477
H 20.23088 21.25809 -6.49714
H 19.56351 19.68379 -6.68547
H 22.40980 18.92617 -4.73377
H 22.41542 19.98137 -6.14914
H 21.65589 18.42995 -6.15206
*
```

Output
* molar mass: 281.59 g mol⁻¹
* relative energy (zero: lowest compared OMol25 entry of this formula, charge and spin): 1050.56 kJ/mol
* HOMO-LUMO gap: 2.668 eV

Atomic partial charges in e from the Löwdin method, atoms 1 to 8: 1.116 -0.282 -0.053 -0.056 -0.040 -0.070 -0.329 -0.070

***

# 5
Computed, not measured: C6H23F2N5O6PRbS2 as an isolated structure, with ωB97M-V with the def2-TZVPD basis set.

Geometry as ORCA input:
```
! RIJCOSX wB97M-V def2-TZVPD def2/J DEFGRID3
* xyz 1 2
Rb -0.71717 0.13080 -2.00762
N -1.07285 2.94468 -3.90509
H -1.92297 3.11813 -4.42211
H -0.32406 3.62236 -3.91856
H -0.57323 2.09289 -4.11707
H -1.34320 2.76875 -2.94798
N -0.04029 0.68001 -4.68261
S 1.36807 0.67504 -5.07789
O 1.73014 1.51560 -6.21159
O 2.18495 -0.50665 -4.76142
F 1.76681 1.60339 -3.86599
S -0.44005 -0.43132 -5.84924
O -0.33119 -1.85232 -5.49893
O -0.28993 -0.00571 -7.22077
F -2.00160 -0.18975 -5.61134
O -1.64870 2.57094 -1.48747
H -1.98141 3.14906 -0.77360
O -0.17943 -1.40666 0.36479
P 0.11606 -0.97324 1.70530
N -0.11909 -2.24240 2.86668
C 0.82196 -3.34034 2.93582
C -1.43978 -2.43891 3.58345
N -0.85404 0.35610 2.28440
C -1.95437 0.71980 1.53020
C -0.87839 0.82629 3.68378
N 1.74062 -0.46444 1.84777
C 2.29938 -0.13672 3.13331
C 2.48688 -0.02909 0.67971
H 1.03412 -3.53021 1.88366
H 0.43153 -4.21487 3.45625
H 1.67476 -2.89346 3.44683
H -2.06401 -1.56383 3.76420
H -1.37295 -2.93681 4.55079
H -2.17822 -3.06479 3.08237
H -2.63518 -0.12328 1.41276
H -2.51519 1.57517 1.90694
H -1.54498 0.92801 0.54170
H -0.92586 0.08247 4.47913
H 0.06216 1.34365 3.87301
H -1.67056 1.53646 3.92087
H 3.37770 -0.28509 3.07575
H 2.01015 0.88707 3.37061
H 1.83531 -0.77010 3.88933
H 2.15866 0.93791 0.29854
H 2.38058 -0.71300 -0.16236
H 3.53902 0.04831 0.95376
*
```

Output
* molar mass: 479.85 g mol⁻¹
* HOMO-LUMO gap (alpha / beta): 9.320 / 4.009 eV
* ⟨S²⟩: 0.758

Atomic partial charges in e from the Löwdin method, atoms 1 to 8: 1.033 0.268 0.154 0.148 -0.008 -0.052 -0.439 0.383

***

Number 1: maximum force 2.7 eV/A. Number 2: maximum force 3.0 eV/A. Number 3: maximum force 7.2 eV/A. Number 4: maximum force 4.9 eV/A. Number 5: maximum force 12.7 eV/A.